<P>
Formula: C13H17N
Source: the OMol25 dataset
Level of theory: the ωB97M-V functional and the def2-TZVPD basis

Cartesian coordinates (Å):
C  -1.40758  -2.12076  -0.83605
C  -0.27160  -1.55664  -0.70231
C  0.83108  -0.84961  -0.43770
C  0.81593  0.65001  -0.41497
C  -0.57708  1.36036  -0.49332
C  -1.28448  1.63683  0.66306
C  -2.52013  2.21444  0.58860
C  -3.11576  2.58747  -0.63392
C  -2.35704  2.37626  -1.77673
C  -1.12080  1.79783  -1.72225
C  2.10597  -1.63470  -0.24493
N  2.61648  -1.92133  1.11877
C  2.98390  -0.72118  1.74417
C  1.80078  -2.70079  2.04468
H  -2.31091  -1.64492  -0.39364
H  -1.62753  -3.03497  -1.31322
H  1.25769  0.97012  -1.35164
H  1.29350  1.15219  0.39276
H  -0.83306  1.32112  1.62828
H  -3.05509  2.50767  1.47859
H  -4.12725  2.95405  -0.72623
H  -2.76981  2.70072  -2.75395
H  -0.48969  1.61047  -2.55336
H  2.92663  -1.13757  -0.75825
H  2.07117  -2.57342  -0.81176
H  3.63483  -0.79811  2.62513
H  3.47629  0.01012  1.08785
H  2.16730  -0.17344  2.13754
H  2.38903  -3.13512  2.79302
H  1.32252  -3.50301  1.44474
H  1.05986  -2.01379  2.57283

As for the HOMO energy: -7.6921 eV. As for the net charge: 0. The SMILES is C=C=C(Cc1ccccc1)CN(C)C. As for the frontier orbital gap: 8.18 eV.



<Q>
Formula: C13H17N
Source: the OMol25 dataset
Level of theory: the ωB97M-V functional and the def2-TZVPD basis

Cartesian coordinates (Å):
N  -1.30331  -1.35234  1.45555
C  -0.79536  -0.81740  0.23224
C  -1.89798  -0.77106  -0.76489
C  -3.06558  0.11199  -0.27292
C  -2.43177  1.52694  -0.05219
C  -0.90487  1.58820  -0.39367
C  -0.20873  0.53275  0.48243
C  1.28082  0.46742  0.34120
C  2.25019  1.41463  0.51359
C  3.55843  1.11532  0.17126
C  3.90638  -0.17603  -0.18741
C  2.90410  -1.14952  -0.43387
C  1.61118  -0.77097  -0.13576
C  0.40846  -1.73080  -0.25569
H  -1.58665  -2.36348  1.22168
H  -0.49186  -1.44915  2.10032
H  -1.56348  -0.36921  -1.75459
H  -2.22197  -1.76131  -0.88429
H  -3.91193  0.09206  -1.04385
H  -3.60625  -0.27502  0.64885
H  -2.55147  1.95593  0.96424
H  -2.98484  2.17385  -0.73869
H  -0.63188  1.52217  -1.40011
H  -0.50195  2.55706  -0.11920
H  -0.53167  0.86317  1.49474
H  2.01754  2.45703  0.91312
H  4.25836  1.87204  0.10371
H  4.95835  -0.30956  -0.51316
H  3.08172  -2.24502  -0.81024
H  0.51990  -2.57342  0.43215
H  0.43609  -2.13627  -1.31455

As for the HOMO energy: -8.8692 eV. As for the net charge: 0. The SMILES is N[C@@]12CCCC[C@@H]1c1ccccc1C2. As for the frontier orbital gap: 9.80 eV.



<Q> wins, 337.8 kJ/mol ahead of the next structure.



<P>
Formula: C4H12N4O
Source: the OMol25 dataset
Level of theory: the ωB97M-V functional and the def2-TZVPD basis

Cartesian coordinates (Å):
C  -0.15831  -0.18769  2.52878
C  -0.13049  0.27726  -0.39610
C  0.45446  -2.21017  -0.06910
C  1.11503  1.14877  -2.20564
H  -0.57321  0.66791  3.54086
H  0.74232  0.11405  1.86417
H  0.20405  -1.48903  3.09411
H  -1.99644  -0.78224  2.02246
H  -0.36070  -2.84164  -0.56885
H  0.20043  -2.28537  1.05046
H  1.39477  -2.87435  -0.23662
H  1.64837  2.14695  -1.61571
H  1.02968  1.28312  -3.43163
H  1.52500  0.01572  -2.15359
H  -1.85820  1.84899  -1.33267
H  -0.68071  2.88580  -0.70563
N  -1.04623  -0.63385  1.49597
N  -1.01074  0.45023  0.60863
N  -0.15159  1.15954  -1.45531
N  -0.92918  2.17416  -1.49701
O  0.58167  -0.86817  -0.53757

As for the HOMO energy: -8.0652 eV. As for the net charge: 0. As for the frontier orbital gap: 8.93 eV.



<Q>
Formula: C4H12N4O
Source: the OMol25 dataset
Level of theory: the ωB97M-V functional and the def2-TZVPD basis

Cartesian coordinates (Å):
C  1.82143  -1.07023  -1.27859
O  2.25226  -0.99089  0.12045
C  1.19326  -0.84246  1.02797
C  0.75941  0.65761  1.18864
N  -0.07503  1.10086  0.13647
N  0.22376  2.41437  -0.36253
C  -1.36076  0.45663  -0.28471
N  -1.81793  -0.57255  0.31810
N  -2.98837  -1.25193  -0.10417
H  1.36830  -2.15808  -1.36685
H  2.73099  -0.80151  -1.88655
H  1.06110  -0.31199  -1.55405
H  1.56158  -1.11322  2.02860
H  0.39867  -1.55625  0.86195
H  1.71172  1.27813  1.31116
H  0.19451  0.66292  2.19082
H  0.10801  2.30850  -1.40977
H  -0.39567  3.06836  0.04410
H  -1.78347  1.09434  -1.04543
H  -3.30770  -1.74082  0.67382
H  -3.65605  -0.63181  -0.60943

As for the HOMO energy: -7.7668 eV. As for the net charge: 0. The SMILES is COCCN(N)/C=N/N. As for the frontier orbital gap: 8.60 eV.



<Q> wins, 409.8 kJ/mol ahead of the next structure.



<P>
Formula: C5H10BrN
Source: the OMol25 dataset
Level of theory: the ωB97M-V functional and the def2-TZVPD basis

Cartesian coordinates (Å):
C  2.21167  1.15424  -0.55750
C  1.24089  0.01216  -0.51980
C  0.02043  0.48885  0.26325
C  -0.87895  -0.71437  0.58104
C  -2.31474  -0.51254  0.81351
N  -1.87521  -1.00760  -0.49800
Br  -2.16561  -2.83478  -0.78584
H  1.99464  1.88608  -1.48762
H  3.24911  0.77825  -0.74173
H  2.21299  1.86571  0.20459
H  1.51015  -0.78643  0.08294
H  0.98847  -0.51367  -1.43794
H  -0.38842  1.15616  -0.41197
H  0.04546  0.93984  1.26449
H  -0.37781  -1.43925  1.04066
H  -2.80420  -1.10648  1.40782
H  -2.66884  0.63385  0.78211

As for the HOMO energy: -9.3116 eV. As for the net charge: 0. The SMILES is CCC[C@H]1CN1Br. As for the frontier orbital gap: 10.00 eV.



<Q>
Formula: C5H10BrN
Source: the OMol25 dataset
Level of theory: the ωB97M-V functional and the def2-TZVPD basis

Cartesian coordinates (Å):
C  0.56005  -0.24757  0.74603
C  -0.42073  -0.69931  -1.45247
C  -1.81234  0.35402  0.41742
C  2.09995  0.73293  0.09801
C  -0.49312  0.18287  -0.14818
N  0.77195  -0.78588  1.85106
Br  3.70191  -0.34941  0.26986
H  -0.64054  -1.75623  -1.24558
H  0.52760  -0.52968  -1.93159
H  -1.23661  -0.27201  -2.15476
H  -2.49619  -0.50178  0.07764
H  -1.89010  0.28121  1.58143
H  -2.28270  1.24441  0.20208
H  2.00236  1.57894  0.76436
H  1.85145  0.88253  -0.94306
H  -0.12567  1.16659  -0.38577
H  -0.11725  -1.28165  2.25352

As for the HOMO energy: -8.8847 eV. As for the net charge: 0. As for the frontier orbital gap: 9.66 eV.



<Q> wins, 92.9 kJ/mol ahead of the next structure.



<P>
Formula: CHNO4
Source: the OMol25 dataset
Level of theory: the ωB97M-V functional and the def2-TZVPD basis

Cartesian coordinates (Å):
C  1.73590  -0.94013  -0.38165
N  -1.07749  -0.45214  -0.52700
O  2.15917  0.12376  -0.60275
O  1.25542  -1.96531  -0.30481
O  -1.47191  1.40078  0.96082
O  -1.52582  -0.16823  0.44404
H  -1.07527  2.00127  0.41135

As for the HOMO energy (spin up / spin down): -9.8519 / -9.8493 eV. As for the net charge: 0. As for the frontier orbital gap (spin up / spin down): 9.00 / 8.99 eV.



<Q>
Formula: CHNO4
Source: the OMol25 dataset
Level of theory: the ωB97M-V functional and the def2-TZVPD basis

Cartesian coordinates (Å):
C  -1.43528  0.12424  -0.58891
N  1.51353  1.24199  1.05859
O  -2.17199  0.44327  0.22762
O  -0.68837  -0.11792  -1.44815
O  0.78526  -1.11225  0.25300
O  0.74109  0.40856  1.05921
H  1.25577  -0.98788  -0.56136

As for the HOMO energy (spin up / spin down): -10.7449 / -9.7813 eV. As for the net charge: 0. As for the frontier orbital gap (spin up / spin down): 9.86 / 8.61 eV.



<Q> wins, 11.1 kJ/mol ahead of the next structure.



<P>
Formula: C6H10O3
Source: the OMol25 dataset
Level of theory: the ωB97M-V functional and the def2-TZVPD basis

Cartesian coordinates (Å):
C  -0.82961  -0.15624  2.01803
C  -0.42703  0.10005  0.77237
C  -1.16693  1.30551  0.02839
O  -0.67646  2.32657  -0.39887
O  -2.48764  1.05274  -0.05325
C  0.60623  -0.43125  -0.13597
C  0.11172  -0.85482  -1.51783
C  1.86677  0.42094  -0.20357
O  1.01404  -1.71572  0.61197
H  -1.63231  0.40900  2.48073
H  -0.34410  -0.92233  2.61277
H  -2.86724  1.83819  -0.49766
H  -0.82295  -1.42057  -1.44917
H  -0.05809  0.00839  -2.16864
H  0.85020  -1.50743  -1.99452
H  2.67609  -0.14482  -0.67667
H  1.70673  1.33777  -0.77820
H  2.20955  0.69290  0.79940
H  0.27103  -2.33888  0.55068

As for the HOMO energy: -10.0894 eV. As for the net charge: 0. The SMILES is C=C(C(=O)O)C(C)(C)O. As for the frontier orbital gap: 10.77 eV.



<Q>
Formula: C6H10O3
Source: the OMol25 dataset
Level of theory: the ωB97M-V functional and the def2-TZVPD basis

Cartesian coordinates (Å):
C  1.46577  0.54240  0.31322
C  1.32967  -0.74259  -0.31900
C  -0.04046  -1.36693  -0.09357
C  -1.40845  -0.60851  -0.86689
O  -2.13772  0.35926  -0.17509
C  -1.06452  0.76330  0.76042
C  0.14529  1.36269  0.00952
O  -0.62494  -0.18652  1.83553
O  -0.56339  -1.54733  1.26761
H  2.10355  1.25050  -0.01595
H  1.81247  0.60327  1.48162
H  1.89260  -1.56820  0.25110
H  1.64810  -0.58543  -1.44854
H  -0.19163  -2.39259  -0.52345
H  -0.86983  0.02905  -1.73971
H  -1.98564  -1.39604  -1.36699
H  -1.42187  1.65906  1.37247
H  -0.13873  1.27873  -1.12265
H  0.04974  2.54587  0.38036

As for the HOMO energy: -9.3552 eV. As for the net charge: 0. The SMILES is C1C[C@@H]2CO[C@H](C1)OO2. As for the frontier orbital gap: 10.16 eV.



<P> wins, 615.0 kJ/mol ahead of the next structure.